The following is a quantum chemistry calculation of an isolated ion of composition C6H11N2O and charge +1, from the Open Molecules 2025 dataset.

Geometry as XYZ:
```
20
Properties=species:S:1:pos:R:3:nbo_charge:R:1
C 1.14 0.14 -0.03 0.27
C -2.27 0.14 0.15 0.52
C 0.67 -1.32 0.01 -0.46
C -0.75 -1.65 -0.42 -0.25
C 2.55 0.41 0.40 -0.69
C -2.62 1.35 -0.15 -0.44
N -1.78 -0.99 0.36 -0.49
N 0.25 0.87 -0.50 -0.20
O 0.26 2.26 -0.73 -0.54
H 1.43 -1.97 -0.32 0.26
H 0.87 -1.70 0.99 0.23
H -0.76 -1.21 -1.39 0.25
H -0.77 -2.74 -0.47 0.26
H 2.54 0.58 1.49 0.25
H 2.81 1.22 -0.17 0.23
H 3.25 -0.36 0.15 0.25
H -1.88 2.09 0.21 0.31
H -3.60 1.77 -0.45 0.31
H 0.99 2.65 -0.22 0.47
H -2.32 -1.53 1.10 0.46
```

Calculated values
DFT total energy in a.u.: -419.56233
Maximum force in eV/A: 3.532
E_HOMO in hartree: -0.499
Lowest unoccupied orbital energy in eV: -4.154
Frontier orbital gap in eV: 9.434
Multiplicity: 1
SMILES: C=C=[NH+]CC/C(C)=N/O
Energy above the lowest of the compared OMol25 structures with the same formula, charge and spin in kcal per mole: 122.1
Net charge: +1


The following is a quantum chemistry calculation of a 2-piece molecular cluster, C6H11N2O overall, from the Open Molecules 2025 dataset.

Geometry as XYZ:
```
20
Properties=species:S:1:pos:R:3:nbo_charge:R:1
C -0.50 -0.45 0.49 0.22
C 2.48 0.46 -1.14 -0.25
C 2.26 0.56 0.15 -0.35
C -2.60 0.49 0.05 -0.23
C -2.11 -0.36 -1.18 -0.25
C 2.24 -0.65 0.93 0.48
N -1.45 0.26 1.00 -0.60
N -0.79 -0.79 -0.76 -0.62
O 2.73 -1.76 0.67 -0.54
H 2.53 1.26 -1.99 0.26
H 2.43 -0.50 -1.65 0.19
H 2.05 1.45 0.83 0.28
H -2.78 1.47 -0.27 0.21
H -3.45 0.11 0.50 0.21
H -2.88 -1.19 -1.35 0.22
H -2.02 0.40 -2.02 0.21
H 1.77 -0.63 1.85 0.22
H -1.53 0.53 1.99 0.43
H -0.27 -1.43 -1.24 0.40
H 3.25 -1.91 -0.13 0.52
```

Calculated values
DFT total energy in a.u.: -419.59706
Maximum force in eV/A: 4.168
E_HOMO (alpha / beta) in hartree: -0.458 / -0.458
Lowest unoccupied orbital energy (alpha / beta) in eV: -5.066 / -5.066
Frontier orbital gap (alpha / beta) in eV: 7.392 / 7.391
Multiplicity: 1
Energy above the lowest of the compared OMol25 structures with the same formula, charge and spin in kcal per mole: 100.3
Net charge: +1


The following is a quantum chemistry calculation of an isolated ion of composition C6H11N2O and charge +1, from the Open Molecules 2025 dataset.

Geometry as XYZ:
```
20
Properties=species:S:1:pos:R:3:nbo_charge:R:1
C 1.45 0.84 -0.69 -0.11
C 0.61 0.93 0.32 -0.08
C 0.15 -1.08 -1.46 0.19
C 1.28 -0.20 -1.74 -0.55
C -1.75 1.22 -0.04 -0.42
C -0.08 -1.18 2.03 -0.32
N -0.66 -0.96 -0.51 -0.25
N -0.64 0.26 0.26 0.12
O -0.96 -0.13 1.58 -0.34
H 2.31 1.33 -0.61 0.23
H 0.93 1.54 1.16 0.27
H 0.01 -2.00 -1.82 0.23
H 1.25 0.08 -2.82 0.29
H 2.10 -0.92 -1.74 0.28
H -2.77 0.85 0.06 0.27
H -1.72 2.14 0.58 0.26
H -1.78 1.37 -1.05 0.23
H -0.30 -1.07 3.13 0.25
H 1.04 -1.03 1.98 0.20
H -0.48 -1.99 1.37 0.23
```

Calculated values
DFT total energy in a.u.: -419.54106
Maximum force in eV/A: 4.185
E_HOMO in hartree: -0.553
Lowest unoccupied orbital energy in eV: -3.289
Frontier orbital gap in eV: 11.750
Multiplicity: 1
SMILES: CO[N@@+]1(C)C=CCC=N1
Energy above the lowest of the compared OMol25 structures with the same formula, charge and spin in kcal per mole: 135.4
Net charge: +1


The following is a quantum chemistry calculation of a 2-piece molecular cluster, C6H11N2O2 overall, from the Open Molecules 2025 dataset.

Geometry as XYZ:
```
21
Properties=species:S:1:pos:R:3:nbo_charge:R:1
C 2.24 -0.99 1.22 0.30
C -1.43 -0.60 -0.20 0.83
C 1.61 -0.85 -0.94 -0.33
C 1.08 0.32 -0.17 0.16
C 0.87 1.75 -0.71 -0.64
C -3.61 -0.45 0.64 -0.31
N 2.14 -1.71 0.10 -0.52
N 1.49 0.11 1.13 -0.51
O -1.22 -1.46 -0.97 -0.52
O -2.19 -0.01 0.60 -0.48
H 2.73 -1.46 2.17 0.26
H 0.70 -1.37 -1.43 0.28
H 2.20 -0.41 -1.75 0.23
H 0.96 1.64 -1.69 0.23
H 1.69 2.31 -0.44 0.22
H -0.03 2.28 -0.29 0.24
H -3.74 -1.37 1.15 0.21
H -4.07 -0.57 -0.37 0.22
H -4.28 0.34 1.17 0.23
H 2.91 -2.37 -0.06 0.44
H 1.12 0.68 1.88 0.45
```

Calculated values
DFT total energy in a.u.: -494.82688
Maximum force in eV/A: 5.381
E_HOMO (alpha / beta) in hartree: -0.406 / -0.404
Lowest unoccupied orbital energy (alpha / beta) in eV: -3.475 / -3.854
Frontier orbital gap (alpha / beta) in eV: 7.575 / 7.126
Multiplicity: 1
Energy above the lowest of the compared OMol25 structures with the same formula, charge and spin in kcal per mole: 120.1
Net charge: +1


The following is a quantum chemistry calculation of C6H11N2O4RbS as an isolated structure, from the Open Molecules 2025 dataset.

Geometry as XYZ:
```
25
Properties=species:S:1:pos:R:3:lowdin_charge:R:1
Rb -3.01 -0.12 4.52 0.97
S -2.42 2.08 1.92 0.12
O -0.99 1.70 2.04 -0.45
O -3.15 0.82 1.71 -0.51
O -2.88 2.74 3.15 -0.46
O -2.67 3.00 0.80 -0.39
C 2.00 0.25 -3.32 -0.08
C 1.94 -0.85 -2.28 -0.17
N 1.01 -0.60 -1.18 -0.06
C 0.01 0.36 -1.06 0.03
C -0.58 0.17 0.15 0.01
N 0.08 -0.89 0.78 -0.05
C 1.02 -1.33 -0.06 -0.05
C -0.28 -1.32 2.13 0.01
H 2.89 0.08 -3.93 0.08
H 2.22 1.24 -2.90 0.09
H 1.20 0.35 -4.05 0.08
H 2.93 -1.07 -1.89 0.12
H 1.56 -1.75 -2.76 0.13
H -0.23 0.98 -1.90 0.13
H -1.36 0.63 0.76 0.05
H 1.70 -2.15 0.10 0.16
H -0.95 -0.60 2.55 0.03
H 0.65 -1.37 2.69 0.11
H -0.68 -2.34 2.06 0.10
```

Calculated values
DFT total energy in a.u.: -1067.92626
Maximum force in eV/A: 3.630
E_HOMO in hartree: -0.239
Lowest unoccupied orbital energy in eV: -0.774
Frontier orbital gap in eV: 5.731
Multiplicity: 1


The following is a quantum chemistry calculation of an isolated ion of composition C6H11N2O5P and charge -2, from the Open Molecules 2025 dataset.

Geometry as XYZ:
```
25
Properties=species:S:1:pos:R:3:nbo_charge:R:1
C -0.98 -3.03 -1.43 0.51
C 0.79 1.16 1.01 -0.41
C 0.12 1.52 -0.35 -0.38
C 1.56 -0.10 0.82 -0.45
C -1.05 0.60 -0.63 -0.24
C 0.63 -1.27 0.67 -0.49
N -0.51 -0.80 -0.90 -0.26
N -1.42 -1.63 -1.28 -0.06
O -0.07 -3.51 -0.32 -0.89
O 2.07 -2.67 -1.26 -1.21
O -2.03 -3.81 -1.41 -0.89
O 1.98 -3.39 1.21 -1.21
O -2.68 -1.71 -0.53 -0.70
P 1.28 -2.78 0.02 2.38
H -0.39 -3.09 -2.38 0.12
H 1.48 1.86 1.31 0.18
H -0.10 0.99 1.60 0.19
H -0.30 2.58 -0.25 0.17
H 0.96 1.62 -1.16 0.19
H 2.31 -0.05 -0.01 0.22
H 2.21 -0.35 1.69 0.20
H -1.59 0.57 0.33 0.17
H -1.79 0.90 -1.39 0.19
H 0.01 -1.38 1.54 0.20
H -2.73 -2.66 -0.68 0.48
```

Calculated values
DFT total energy in a.u.: -1062.22875
Maximum force in eV/A: 4.673
E_HOMO in hartree: 0.002
Lowest unoccupied orbital energy in eV: 5.769
Frontier orbital gap in eV: 5.707
Multiplicity: 1
Energy above the lowest of the compared OMol25 structures with the same formula, charge and spin in kcal per mole: 14.6
Net charge: -2


The following is a quantum chemistry calculation of an isolated ion of composition C6H11N2O5S2 and charge +1, from the Open Molecules 2025 dataset.

Geometry as XYZ:
```
26
Properties=species:S:1:pos:R:3:nbo_charge:R:1
C 1.30 -2.81 -3.20 0.35
C 2.41 -0.76 0.89 0.07
C 0.19 -1.01 -0.24 0.20
C -2.82 2.69 0.39 -0.66
C -1.64 0.39 0.42 -0.25
C -1.55 1.91 0.06 0.09
N -0.25 -0.05 0.50 -0.59
N 1.44 -1.46 -0.02 -0.69
O 1.79 -0.51 2.06 -0.67
O -0.20 0.60 2.99 -0.87
O 2.90 -3.46 0.08 -0.81
O 2.08 -2.75 -2.20 -0.57
O -0.43 2.49 0.65 -0.75
S 0.69 0.75 1.87 1.71
S 1.60 -3.05 -0.32 1.75
H 1.60 -2.07 -3.92 0.20
H 0.75 -3.76 -3.37 0.20
H 3.20 -1.47 0.95 0.24
H 2.54 0.10 0.38 0.18
H -2.83 3.64 -0.13 0.23
H -3.70 2.34 -0.19 0.24
H -2.86 2.81 1.44 0.22
H -2.27 0.27 1.31 0.24
H -2.14 -0.17 -0.51 0.25
H -1.26 1.95 -0.98 0.17
H -0.56 3.39 1.07 0.52
```

Calculated values
DFT total energy in a.u.: -1516.82607
Maximum force in eV/A: 4.037
E_HOMO in hartree: -0.455
Lowest unoccupied orbital energy in eV: -5.687
Frontier orbital gap in eV: 6.691
Multiplicity: 1
Energy above the lowest of the compared OMol25 structures with the same formula, charge and spin in kcal per mole: 66.3
Net charge: +1


The following is a quantum chemistry calculation of an isolated ion of composition C6H11N2OS and charge +1, from the Open Molecules 2025 dataset.

Geometry as XYZ:
```
21
Properties=species:S:1:pos:R:3:nbo_charge:R:1
C 0.18 -1.23 0.34 -0.12
C 0.83 -0.26 1.05 -0.04
C 0.39 0.46 -1.00 0.43
C 0.47 1.34 -2.13 -0.70
C -0.52 -1.62 -2.03 -0.42
C -0.09 -0.67 3.87 -0.82
N -0.14 -0.76 -0.91 -0.28
N 0.94 0.78 0.19 -0.51
O 1.73 1.10 3.36 -0.91
S 1.52 -0.29 3.10 1.36
H -0.15 -2.21 0.67 0.24
H 1.00 0.78 -3.02 0.26
H -0.55 1.42 -2.65 0.27
H 0.84 2.34 -1.99 0.27
H -0.12 -2.62 -1.74 0.25
H -1.60 -1.82 -1.95 0.23
H -0.34 -1.00 -2.89 0.24
H 0.06 -0.22 4.82 0.26
H -0.23 -1.74 3.93 0.24
H -0.78 -0.12 3.19 0.25
H 1.60 1.67 0.33 0.48
```

Calculated values
DFT total energy in a.u.: -817.84200
Maximum force in eV/A: 4.786
E_HOMO in hartree: -0.482
Lowest unoccupied orbital energy in eV: -3.183
Frontier orbital gap in eV: 9.941
Multiplicity: 1
Energy above the lowest of the compared OMol25 structures with the same formula, charge and spin in kcal per mole: 45.7
Net charge: +1


The following is a quantum chemistry calculation of a 2-piece molecular cluster, C6H11N2S overall, from the Open Molecules 2025 dataset.

Geometry as XYZ:
```
20
Properties=species:S:1:pos:R:3:nbo_charge:R:1
C -1.82 0.04 1.06 -0.26
C -1.98 -0.89 -0.05 -0.03
C -0.60 0.27 1.55 -0.07
C -0.91 -1.37 -0.75 -0.34
C 0.61 -0.40 0.99 -0.22
C 0.40 -1.00 -0.38 0.15
N 0.17 1.22 -1.21 -1.00
N 1.68 0.58 1.05 -0.85
S 1.87 -1.52 -1.20 0.20
H -2.73 0.40 1.62 0.26
H -2.94 -1.05 -0.54 0.25
H -0.26 0.98 2.29 0.23
H -1.21 -1.93 -1.63 0.25
H 0.77 -1.29 1.63 0.28
H 0.79 1.73 -0.58 0.41
H -0.70 1.27 -0.79 0.37
H 0.27 1.49 -2.19 0.40
H 2.70 0.30 1.02 0.40
H 1.64 1.12 1.92 0.38
H 1.33 -2.08 -2.43 0.19
```

Calculated values
DFT total energy in a.u.: -742.59833
Maximum force in eV/A: 2.863
E_HOMO in hartree: -0.495
Lowest unoccupied orbital energy in eV: -5.463
Frontier orbital gap in eV: 8.011
Multiplicity: 1
Energy above the lowest of the compared OMol25 structures with the same formula, charge and spin in kcal per mole: 69.7
Net charge: +1


The following is a quantum chemistry calculation of an isolated ion of composition C6H11N2S and charge +1, from the Open Molecules 2025 dataset.

Geometry as XYZ:
```
20
Properties=species:S:1:pos:R:3:nbo_charge:R:1
C -0.06 -0.95 1.78 -0.24
C -1.40 -1.30 1.74 -0.46
C 0.72 -0.40 0.69 -0.38
C -0.77 1.19 0.11 0.24
C 0.29 -0.43 -0.67 0.06
C -0.13 2.32 -0.59 -0.70
N -1.09 0.08 -0.64 -0.56
N 0.29 -1.87 -1.37 -0.70
S -2.14 -1.16 0.17 0.43
H 0.35 -0.99 2.81 0.25
H -2.15 -1.55 2.45 0.26
H 1.84 -0.05 0.94 0.27
H -1.31 1.43 1.02 0.24
H 1.00 0.12 -1.29 0.23
H 0.93 2.44 -0.09 0.26
H -0.73 3.24 -0.40 0.28
H 0.03 2.11 -1.61 0.23
H 1.16 -2.31 -1.14 0.43
H 0.19 -1.82 -2.34 0.43
H -0.40 -2.43 -0.96 0.44
```

Calculated values
DFT total energy in a.u.: -742.51602
Maximum force in eV/A: 4.204
E_HOMO (alpha / beta) in hartree: -0.422 / -0.422
Lowest unoccupied orbital energy (alpha / beta) in eV: -4.284 / -4.282
Frontier orbital gap (alpha / beta) in eV: 7.195 / 7.196
Multiplicity: 1
Energy above the lowest of the compared OMol25 structures with the same formula, charge and spin in kcal per mole: 121.4
Net charge: +1